Below is C39H43FN6O4PtSi2 as an isolated structure, with properties calculated with the ωB97M-V functional and the def2-TZVPD basis.

The geometry in ORCA input format:
```
! RIJCOSX wB97M-V def2-TZVPD def2/J DEFGRID3
* xyz 2 1
Pt 1.417 0.036 -2.687
C 1.912 -3.872 5.478
C 2.851 -2.850 4.861
N 2.265 -2.192 3.681
C 2.501 -2.722 2.474
C 2.077 -2.216 1.273
C 2.444 -3.087 0.112
O 3.123 -4.074 0.304
O 1.980 -2.780 -1.099
C 1.351 -0.972 1.277
O 1.031 -0.322 0.272
C 1.032 -0.438 2.611
C 0.280 0.728 2.713
C -0.037 1.245 3.939
F -0.743 2.396 3.975
C 0.356 0.630 5.134
C 1.104 -0.535 5.028
C 1.469 -1.060 3.788
N 0.011 1.107 6.424
C -0.966 2.185 6.588
C -1.253 2.358 8.088
N -0.956 1.056 8.768
C 0.529 0.810 8.780
C 1.080 1.231 7.412
H 2.385 -4.338 6.342
H 1.675 -4.658 4.761
H 0.974 -3.418 5.801
H 3.774 -3.320 4.527
H 3.138 -2.073 5.567
H 3.092 -3.629 2.460
H -0.031 1.240 1.813
H 1.381 -1.058 5.932
H -1.881 1.915 6.065
H -0.623 3.145 6.196
H -2.289 2.629 8.273
H -0.610 3.102 8.555
H -1.393 0.309 8.223
H -1.341 1.023 9.712
H 0.678 -0.247 8.991
H 0.954 1.399 9.591
H 1.923 0.599 7.156
H 1.454 2.261 7.447
C 4.279 -3.996 -2.425
Si 2.414 -3.961 -2.321
C 1.545 -5.533 -1.814
C 1.784 -3.639 -4.085
C 2.368 -4.617 -4.900
C 2.078 -4.729 -6.252
C 1.166 -3.867 -6.839
C 0.548 -2.909 -6.054
C 0.854 -2.773 -4.694
Si 0.127 -1.304 -3.861
C 3.070 -0.402 -3.812
C -1.659 -1.088 -4.315
H 4.641 -5.022 -2.523
H 4.738 -3.583 -1.529
H 4.630 -3.435 -3.292
H 2.015 -6.393 -2.296
H 0.505 -5.508 -2.147
H 1.575 -5.702 -0.740
H 3.075 -5.328 -4.482
H 2.565 -5.493 -6.844
H 0.934 -3.943 -7.892
H -0.172 -2.243 -6.519
H 2.829 -0.179 -4.849
H 3.421 -1.431 -3.757
H 3.848 0.255 -3.423
H -1.647 -0.604 -5.300
H -2.190 -0.419 -3.638
H -2.205 -2.027 -4.406
O 3.538 0.321 -0.404
C 2.573 0.275 -0.995
N -4.582 4.573 -2.929
C -5.409 5.322 -3.740
C -6.642 5.931 -3.521
C -7.182 6.622 -4.585
C -6.522 6.708 -5.824
C -5.299 6.110 -6.032
C -4.731 5.411 -4.964
N -3.524 4.747 -4.886
C -3.471 4.268 -3.675
C -2.340 3.491 -3.172
C -2.411 2.681 -2.042
C -1.297 1.947 -1.672
N -0.144 1.983 -2.340
C -0.072 2.779 -3.413
C -1.130 3.539 -3.863
H -4.735 4.359 -1.960
H -7.152 5.874 -2.568
H -8.138 7.114 -4.464
H -6.991 7.260 -6.627
H -4.786 6.176 -6.981
H -3.320 2.589 -1.463
H -1.332 1.290 -0.810
H 0.884 2.810 -3.922
H -1.041 4.157 -4.745
*
```

## Properties
HOMO-LUMO gap in eV: 6.67
ΔE to the lowest compared entry with this formula, charge and spin in kcal per mole: 47.9



Below is a 6-piece molecular cluster, C39H44B3ClF5NO4 overall, with properties calculated with the ωB97M-V functional and the def2-TZVPD basis.

The geometry in ORCA input format:
```
! RIJCOSX wB97M-V def2-TZVPD def2/J DEFGRID3
* xyz 0 1
C -3.334 -1.210 2.266
C -4.232 -0.007 2.517
N -3.494 1.152 3.043
C -2.321 1.577 2.240
C -1.012 1.538 3.053
B 0.088 0.553 2.546
O 1.444 0.829 2.765
B 2.298 0.512 1.732
O 1.938 -0.442 0.790
B 0.564 -0.583 0.636
C -0.134 -0.638 -0.763
C 0.422 -1.763 -1.672
C 1.148 -1.190 -2.885
Cl -0.962 -2.742 -2.295
O -0.184 -0.596 1.812
C -4.371 2.264 3.287
C -5.112 2.886 2.132
O -4.472 2.709 4.408
H -2.549 -1.276 3.017
H -3.935 -2.120 2.265
H -2.871 -1.159 1.280
H -4.829 0.221 1.625
H -4.955 -0.286 3.290
H -2.473 2.620 1.952
H -2.256 1.013 1.309
H -0.564 2.529 3.133
H -1.279 1.227 4.070
H 3.336 1.080 1.627
H -1.198 -0.808 -0.598
H -0.042 0.308 -1.301
H 1.082 -2.432 -1.125
H 1.877 -0.457 -2.536
H 0.410 -0.695 -3.515
H 1.641 -1.972 -3.459
H -4.398 3.485 1.560
H -5.878 3.563 2.496
H -5.510 2.143 1.445
F 3.490 0.919 -6.054
C 4.441 0.078 -5.594
C 4.597 -0.068 -4.231
C 5.570 -0.938 -3.761
C 6.374 -1.640 -4.650
C 6.198 -1.470 -6.016
C 5.222 -0.609 -6.500
H 3.965 0.492 -3.555
H 5.699 -1.068 -2.695
H 7.132 -2.309 -4.277
H 6.826 -2.010 -6.710
H 5.065 -0.469 -7.561
F 8.432 -3.835 -5.313
C 7.855 -5.006 -5.672
C 7.715 -5.994 -4.720
C 7.120 -7.191 -5.091
C 6.684 -7.382 -6.394
C 6.841 -6.372 -7.332
C 7.428 -5.168 -6.974
H 8.068 -5.823 -3.712
H 6.995 -7.975 -4.357
H 6.220 -8.317 -6.678
H 6.502 -6.519 -8.349
H 7.555 -4.366 -7.689
F 3.971 -5.288 -6.533
C 2.769 -4.678 -6.535
C 2.291 -4.154 -7.719
C 1.052 -3.530 -7.717
C 0.318 -3.434 -6.543
C 0.822 -3.967 -5.364
C 2.058 -4.599 -5.355
H 2.883 -4.236 -8.621
H 0.660 -3.118 -8.637
H -0.646 -2.943 -6.545
H 0.256 -3.883 -4.446
H 2.470 -5.025 -4.450
F -4.450 2.884 11.696
C -4.290 2.826 10.356
C -3.130 3.328 9.802
C -2.972 3.263 8.424
C -3.963 2.708 7.625
C -5.120 2.214 8.212
C -5.291 2.267 9.589
H -2.373 3.761 10.441
H -2.067 3.649 7.973
H -3.839 2.662 6.553
H -5.897 1.785 7.593
H -6.182 1.882 10.066
F -4.833 6.397 2.671
C -5.137 6.821 3.922
C -5.197 8.177 4.168
C -5.510 8.601 5.451
C -5.749 7.675 6.458
C -5.678 6.317 6.181
C -5.374 5.878 4.900
H -5.001 8.880 3.369
H -5.567 9.660 5.664
H -5.988 8.013 7.457
H -5.856 5.590 6.963
H -5.314 4.823 4.666
*
```

## Properties
HOMO-LUMO gap in eV: 9.30
SMILES: CCN(CCB1OBOB(C[C@H](C)Cl)O1)C(C)=O.Fc1ccccc1.Fc1ccccc1.Fc1ccccc1.Fc1ccccc1.Fc1ccccc1
ΔE to the lowest compared entry with this formula, charge and spin in kcal per mole: 6.2



Lowest unoccupied orbital energy in eV, matching the order above: -4.8 0.3